<one>
One molecule with the formula C4H5NOS2. Source: the Open Molecules 2025 dataset; level of theory: ωB97M-V/def2-TZVPD.

Orbital gap ... 7.97 eV
Net charge ... 0
SMILES ... C=CC(=S)S/C=N\O

Atoms and positions in Å:
C: -1.57 -1.02 0.33
C: 0.62 0.72 0.22
C: 1.23 -0.68 -0.14
C: 2.36 -1.22 0.32
H: -1.31 -0.26 -1.51
H: -1.70 -1.45 1.38
H: 0.60 -1.36 -0.89
H: 3.00 -0.57 0.85
H: 2.99 -2.05 -0.03
N: -1.61 -1.90 -0.61
O: -1.56 -1.27 -1.86
S: -1.16 0.62 0.11
S: 1.43 2.02 0.83

Here are the Löwdin charges for atoms 1 to 6, given in e:
1 C -0.5309
2 C -1.0291
3 C -0.2421
4 C 0.0175
5 H 0.0295
6 H 0.1154

<two>
One molecule with the formula C4H5NOS2. Source: the Open Molecules 2025 dataset; level of theory: ωB97M-V/def2-TZVPD.

Orbital gap ... 7.77 eV
Net charge ... 0
SMILES ... C=CC(=S)ONC=S

Atoms and positions in Å:
C: 1.18 3.08 0.40
C: -0.11 2.71 0.39
C: -0.58 1.34 0.20
C: 1.17 -1.69 -0.27
H: 1.48 4.15 0.53
H: 1.99 2.36 0.28
H: -0.91 3.46 0.52
H: -0.84 -1.04 -0.12
H: 2.14 -1.21 -0.22
N: 0.16 -0.83 -0.13
O: 0.46 0.50 0.06
S: -2.15 0.89 0.17
S: 0.99 -3.30 -0.48

Here are the Löwdin charges for atoms 1 to 6, given in e:
1 C 0.0608
2 C -0.1786
3 C -0.8087
4 C -0.7194
5 H 0.0872
6 H 0.0740

<three>
One molecule with the formula C4H5NOS2. Source: the Open Molecules 2025 dataset; level of theory: ωB97M-V/def2-TZVPD.

Orbital gap ... 9.29 eV
Net charge ... 0
SMILES ... CSC(=S)OCC#N

Atoms and positions in Å:
C: -2.08 1.39 0.27
C: -0.51 -0.87 0.06
C: 1.80 -0.88 -0.67
C: 2.53 -0.22 0.41
H: -2.32 1.14 1.30
H: -2.82 0.91 -0.41
H: -2.09 2.46 0.13
H: 1.59 -0.18 -1.46
H: 2.40 -1.69 -1.07
N: 3.13 0.31 1.26
O: 0.62 -1.54 -0.21
S: -0.42 0.87 -0.17
S: -1.82 -1.70 0.56

Here are the Löwdin charges for atoms 1 to 6, given in e:
1 C -0.4138
2 C -1.1502
3 C -0.2111
4 C -0.1915
5 H 0.0336
6 H 0.0478

The structure with the least stability is <one>.

<one>
A 2-piece molecular cluster, CH6NO2 overall. Source: the Open Molecules 2025 dataset; level of theory: ωB97M-V/def2-TZVPD.

Orbital gap (spin up / spin down) ... 11.48 / 8.86 eV
Net charge ... 0
Spin multiplicity ... 2

Atoms and positions in Å:
O: 0.63 2.11 1.80
H: -0.20 2.59 1.72
N: -0.34 -0.08 0.21
C: 0.20 -1.17 -0.50
O: -0.33 -1.25 -1.85
H: 0.82 1.85 0.90
H: -1.21 -0.33 0.69
H: 1.27 -1.10 -0.68
H: -0.06 -2.16 -0.10
H: -0.77 -0.47 -2.19

Here are the Löwdin charges for atoms 1 to 6, given in e:
1 O -0.0867
2 H 0.0262
3 N 0.1384
4 C -0.3578
5 O -0.0713
6 H -0.0015

<two>
A 2-piece molecular cluster, CH6NO2 overall. Source: the Open Molecules 2025 dataset; level of theory: ωB97M-V/def2-TZVPD.

Orbital gap (spin up / spin down) ... 5.80 / 10.14 eV
Net charge ... 0
Spin multiplicity ... 2

Atoms and positions in Å:
O: -1.86 -0.05 0.88
H: -2.31 -0.59 1.54
H: -2.40 0.73 0.73
H: 0.32 1.51 0.17
C: 1.47 0.25 -0.66
N: 0.78 -0.86 -0.23
O: 0.81 1.45 -0.65
H: 2.26 0.14 -1.38
H: -0.17 -0.81 0.09
H: 1.11 -1.77 -0.49

Here are the Löwdin charges for atoms 1 to 6, given in e:
1 O -0.0487
2 H 0.0541
3 H 0.0517
4 H 0.0737
5 C -0.3191
6 N 0.0405

The structure with the least stability is <one>.

<one>
A 7-piece molecular cluster, CH17NO6 overall. Source: the Open Molecules 2025 dataset; level of theory: ωB97M-V/def2-TZVPD.

Orbital gap ... 10.30 eV
Net charge ... 0
SMILES ... CN.O.O.O.O.O.O

Atoms and positions in Å:
C: -0.36 2.17 2.37
N: -0.38 1.98 0.89
H: 0.52 2.68 2.71
H: -0.18 1.18 2.85
H: -1.27 2.60 2.82
H: -1.05 1.27 0.59
H: -0.75 2.78 0.42
H: 1.94 -0.03 1.34
H: 0.53 0.07 0.69
O: 1.12 -0.53 1.19
H: 0.92 2.31 -1.12
H: 0.54 2.37 -2.59
O: 0.53 1.80 -1.83
H: 0.43 0.06 -2.37
H: 0.77 -1.37 -2.76
O: 0.19 -0.65 -3.01
H: -0.66 -2.88 -0.43
H: -0.77 -2.77 1.06
O: -1.32 -2.92 0.29
H: 1.65 -3.42 -0.23
H: 1.41 -1.95 0.17
O: 1.22 -2.61 -0.52
H: -1.48 -0.29 -1.49
H: -1.64 -1.39 -0.40
O: -1.90 -0.47 -0.63

Here are the Löwdin charges for atoms 1 to 6, given in e:
1 C -0.1596
2 N -0.0735
3 H 0.0523
4 H 0.0681
5 H 0.0744
6 H 0.0382

<two>
A 7-piece molecular cluster, CH17NO6 overall. Source: the Open Molecules 2025 dataset; level of theory: ωB97M-V/def2-TZVPD.

Orbital gap ... 10.30 eV
Net charge ... 0
SMILES ... CN.O.O.O.O.O.O

Atoms and positions in Å:
C: 4.36 1.79 1.35
N: 3.12 1.14 0.93
H: 5.28 1.79 0.77
H: 4.67 1.28 2.30
H: 4.17 2.91 1.34
H: 2.87 1.36 -0.10
H: 3.50 0.14 0.75
H: 3.53 -0.92 4.42
H: 3.03 -2.38 4.63
O: 3.80 -1.85 4.44
H: -0.97 0.44 -4.18
H: -2.12 0.71 -3.51
O: -1.14 0.91 -3.43
H: -5.21 0.64 -3.21
H: -4.47 -0.51 -3.65
O: -4.47 0.47 -3.88
H: -2.28 0.08 -0.45
H: -1.50 -0.83 0.53
O: -2.31 -0.88 0.02
H: 1.03 0.96 3.64
H: 0.89 0.66 2.13
O: 0.46 1.19 2.80
H: -3.51 -2.14 -1.12
H: -2.20 -2.47 -1.89
O: -3.18 -2.39 -2.07

Here are the Löwdin charges for atoms 1 to 6, given in e:
1 C -0.2395
2 N -0.1092
3 H 0.0495
4 H 0.0775
5 H 0.0863
6 H 0.0954

The structure with the least stability is <two>.

<one>
One molecule with the formula C18H29NO2. Source: the Open Molecules 2025 dataset; level of theory: ωB97M-V/def2-TZVPD.

Orbital gap ... 9.00 eV
Net charge ... 0
SMILES ... Cc1cc(OCCOCCN2CCCC2)ccc1C(C)C

Atoms and positions in Å:
C: -2.34 -0.67 2.22
C: -1.84 0.27 1.16
C: -0.61 0.88 1.35
C: -0.07 1.76 0.41
C: -0.80 2.04 -0.73
C: -2.03 1.43 -0.92
C: -2.57 0.54 0.00
C: -3.92 -0.09 -0.28
H: -4.17 -0.77 0.54
C: -3.88 -0.91 -1.57
H: -3.10 -1.66 -1.52
H: -4.84 -1.41 -1.72
H: -3.69 -0.27 -2.43
C: -5.01 0.98 -0.34
H: -4.84 1.67 -1.17
H: -5.03 1.56 0.58
H: -5.98 0.52 -0.48
H: -2.58 1.67 -1.82
H: -0.44 2.73 -1.48
O: 1.16 2.26 0.71
C: 1.85 3.03 -0.25
C: 3.33 3.06 0.13
O: 4.08 1.98 -0.38
C: 3.80 0.71 0.17
C: 2.90 -0.14 -0.74
N: 2.83 -1.50 -0.28
C: 2.13 -1.68 0.99
C: 1.26 -2.94 0.84
H: 0.22 -2.66 0.67
H: 1.31 -3.57 1.73
C: 1.83 -3.61 -0.40
H: 2.72 -4.19 -0.14
H: 1.12 -4.26 -0.90
C: 2.23 -2.41 -1.25
H: 2.96 -2.65 -2.02
H: 1.34 -1.97 -1.73
H: 2.87 -1.79 1.79
H: 1.50 -0.81 1.23
H: 1.89 0.31 -0.82
H: 3.34 -0.14 -1.74
H: 3.35 0.81 1.16
H: 4.76 0.19 0.27
H: 3.41 3.10 1.22
H: 3.80 3.95 -0.30
H: 1.75 2.61 -1.26
H: 1.45 4.06 -0.25
H: -0.04 0.69 2.25
H: -1.62 -0.74 3.03
H: -2.50 -1.67 1.81
H: -3.29 -0.32 2.63

Here are the Löwdin charges for atoms 1 to 6, given in e:
1 C -0.0415
2 C -0.2117
3 C 0.0172
4 C -0.2759
5 C -0.0108
6 C -0.0279

<two>
One molecule with the formula C18H29NO2. Source: the Open Molecules 2025 dataset; level of theory: ωB97M-V/def2-TZVPD.

Orbital gap ... 8.92 eV
Net charge ... 0
SMILES ... Cc1cc(OCCOCCN2CCCC2)ccc1C(C)C

Atoms and positions in Å:
C: 1.80 1.84 0.34
C: 2.45 0.49 0.27
C: 1.64 -0.64 0.43
C: 2.17 -1.92 0.38
C: 3.54 -2.07 0.17
C: 4.33 -0.96 0.01
C: 3.82 0.33 0.05
C: 4.75 1.51 -0.13
H: 4.17 2.43 -0.09
C: 5.44 1.45 -1.50
H: 4.70 1.40 -2.29
H: 6.05 2.34 -1.64
H: 6.08 0.58 -1.57
C: 5.78 1.56 1.00
H: 6.42 0.68 0.98
H: 5.28 1.60 1.96
H: 6.41 2.44 0.89
H: 5.39 -1.10 -0.15
H: 3.95 -3.07 0.13
O: 1.46 -3.08 0.53
C: 0.06 -3.03 0.64
C: -0.61 -2.78 -0.72
O: -2.00 -2.59 -0.64
C: -2.40 -1.32 -0.19
C: -3.91 -1.19 -0.40
N: -4.43 -0.01 0.24
C: -5.88 0.03 0.33
C: -6.15 1.48 0.71
H: -5.91 1.62 1.76
H: -7.18 1.78 0.54
C: -5.16 2.24 -0.17
H: -5.61 2.49 -1.13
H: -4.82 3.17 0.30
C: -4.00 1.25 -0.37
H: -3.77 1.13 -1.44
H: -3.09 1.59 0.13
H: -6.36 -0.21 -0.64
H: -6.22 -0.68 1.07
H: -4.12 -1.22 -1.48
H: -4.38 -2.06 0.06
H: -1.87 -0.54 -0.75
H: -2.19 -1.18 0.88
H: -0.46 -3.66 -1.36
H: -0.13 -1.92 -1.21
H: -0.24 -4.01 1.02
H: -0.25 -2.27 1.37
H: 0.59 -0.48 0.60
H: 1.93 2.38 -0.60
H: 2.23 2.44 1.14
H: 0.73 1.74 0.52

Here are the Löwdin charges for atoms 1 to 6, given in e:
1 C -0.0400
2 C -0.2075
3 C 0.0165
4 C -0.2591
5 C 0.0027
6 C -0.0298

The structure with the least stability is <two>.

<one>
C3H3I2NO as an isolated structure. Source: the Open Molecules 2025 dataset; level of theory: ωB97M-V/def2-TZVPD.

Orbital gap ... 8.80 eV
Net charge ... 0

Atoms and positions in Å:
C: -0.35 -0.91 1.75
C: 0.83 -0.49 -0.41
C: -0.49 -0.96 0.30
N: -0.19 -0.86 2.87
O: 1.76 -1.31 0.24
I: -1.33 -2.93 -0.25
I: 3.64 -0.75 0.26
H: 0.97 0.61 -0.08
H: 0.81 -0.60 -1.59
H: -1.41 -0.18 0.11

Here are the Löwdin charges for atoms 1 to 6, given in e:
1 C -0.3728
2 C -0.4185
3 C -0.6936
4 N 0.1787
5 O -0.8575
6 I 0.7881

<two>
C3H3I2NO as an isolated structure. Source: the Open Molecules 2025 dataset; level of theory: ωB97M-V/def2-TZVPD.

Orbital gap ... 7.86 eV
Net charge ... 0

Atoms and positions in Å:
C: -1.05 0.43 1.98
C: -0.60 -0.60 -0.44
C: -0.68 1.13 0.74
N: -1.31 0.03 3.05
O: -1.82 -0.54 -1.07
I: -2.10 2.34 -0.20
I: -3.27 -1.38 0.01
H: -0.51 -1.45 0.19
H: 0.18 -0.26 -1.05
H: 0.27 1.75 0.72

Here are the Löwdin charges for atoms 1 to 6, given in e:
1 C -0.4259
2 C -0.2462
3 C -0.6833
4 N 0.1325
5 O -0.8423
6 I 0.8766

The structure with the least stability is <two>.

<one>
C5H7FO2 as an isolated structure. Source: the Open Molecules 2025 dataset; level of theory: ωB97M-V/def2-TZVPD.

Orbital gap ... 9.22 eV
Net charge ... 0

Atoms and positions in Å:
C: 0.26 -0.40 0.30
C: -1.61 0.33 0.12
C: 1.31 0.40 -0.04
C: -2.69 -0.63 0.34
C: 2.64 -0.02 -0.41
O: 1.15 1.69 0.05
O: -1.64 1.43 -0.28
F: 0.18 -1.80 0.31
H: -3.68 -0.09 0.20
H: -2.53 -1.55 -0.22
H: -2.61 -1.01 1.28
H: 2.89 -1.06 -0.33
H: 2.73 0.25 -1.44
H: 3.43 0.58 0.00
H: 0.16 1.88 0.14

Here are the Löwdin charges for atoms 1 to 6, given in e:
1 C -0.0229
2 C -0.2770
3 C -0.4548
4 C -0.0190
5 C -0.0125
6 O 0.0582

<two>
One molecule with the formula C5H7FO2. Source: the Open Molecules 2025 dataset; level of theory: ωB97M-V/def2-TZVPD.

Orbital gap ... 10.96 eV
Net charge ... 0
SMILES ... C[C@@H]1O[C@@H](CF)C1=O

Atoms and positions in Å:
C: 2.19 -0.71 -0.25
C: 0.93 -0.27 0.47
C: -0.94 0.10 -0.43
C: -2.25 0.41 0.27
C: 0.25 0.97 -0.03
H: 2.05 -0.70 -1.31
H: 2.44 -1.75 -0.04
H: 3.01 -0.08 0.07
H: 1.07 -0.34 1.53
H: -1.08 0.02 -1.46
H: -2.56 1.45 0.06
H: -2.13 0.25 1.32
O: -0.25 -1.05 0.09
O: 0.51 2.14 -0.09
F: -3.24 -0.44 -0.18

Here are the Löwdin charges for atoms 1 to 6, given in e:
1 C -0.0147
2 C -0.2549
3 C -0.2025
4 C -0.1316
5 C -0.2871
6 H 0.0819

The structure with the least stability is <one>.